Entry from OMol25: a molecular structure, C95H190BF3HgN10O21S (ωB97M-V with the def2-TZVPD basis set).

Positions of all 322 atoms, in Å:
Hg  3.997  -0.306  -0.317
O  5.876  0.493  -1.413
C  6.724  1.064  -2.051
O  6.594  1.410  -3.264
B  7.883  2.011  -3.668
O  8.799  1.933  -2.455
C  8.116  1.476  -1.504
O  8.618  1.354  -0.442
O  7.835  3.342  -4.131
C  7.959  3.360  -5.415
O  7.797  4.368  -6.108
C  8.454  2.007  -5.853
O  8.426  1.272  -4.817
O  8.899  1.676  -6.997
C  -0.837  -1.347  0.441
F  -2.049  -0.789  0.675
F  -0.345  -1.968  1.505
F  -0.912  -2.242  -0.567
S  0.421  -0.013  -0.077
O  0.396  1.089  0.861
O  1.787  -0.511  -0.208
O  -0.097  0.429  -1.398
C  -3.615  0.929  7.130
C  -3.533  -0.466  6.440
C  -3.547  -0.193  4.913
C  -2.199  0.248  4.225
C  -1.028  -0.710  4.682
C  -0.943  -0.980  6.273
N  -2.342  -1.310  6.833
O  -2.173  -1.680  8.151
C  0.062  -2.170  6.525
C  -0.300  0.222  6.879
C  -4.837  -1.170  6.622
H  -3.279  1.848  6.650
H  -3.026  0.930  8.047
H  -4.612  1.224  7.459
H  -3.859  -1.118  4.427
H  -4.287  0.546  4.606
H  -2.001  1.312  4.355
H  -2.404  0.167  3.157
H  -0.105  -0.223  4.369
H  -1.052  -1.682  4.188
H  0.897  -2.280  5.834
H  0.293  -2.311  7.581
H  -0.306  -3.158  6.246
H  0.030  0.011  7.897
H  0.490  0.657  6.267
H  -0.980  1.069  6.972
H  -5.660  -0.773  6.028
H  -5.270  -1.342  7.608
H  -4.550  -2.165  6.282
H  -2.553  -2.559  8.087
C  5.499  3.703  0.625
C  4.509  4.007  -0.452
C  5.440  4.712  -1.531
C  4.677  4.942  -2.904
C  4.079  3.673  -3.398
C  3.163  2.881  -2.359
N  3.828  2.802  -1.022
O  3.201  2.055  -0.081
C  1.699  3.564  -2.162
C  3.068  1.544  -3.085
C  3.492  5.071  0.139
H  6.074  4.561  0.975
H  6.297  3.025  0.325
H  4.979  3.143  1.402
H  5.803  5.686  -1.205
H  6.315  4.094  -1.732
H  5.375  5.325  -3.648
H  3.831  5.620  -2.795
H  4.889  2.981  -3.628
H  3.463  3.796  -4.289
H  1.148  3.312  -3.068
H  1.205  3.277  -1.233
H  1.805  4.649  -2.171
H  2.490  0.770  -2.579
H  2.538  1.739  -4.018
H  4.013  1.149  -3.457
H  4.075  5.882  0.575
H  2.960  4.517  0.912
H  2.719  5.436  -0.537
H  2.504  2.679  0.133
C  1.941  5.820  5.849
C  2.889  4.694  5.326
C  4.016  5.251  4.548
C  5.170  5.835  5.444
C  5.718  4.773  6.330
C  4.565  4.134  7.224
N  3.392  3.814  6.367
O  2.368  3.134  7.116
C  5.168  2.899  7.895
C  4.319  5.105  8.369
C  1.987  3.904  4.345
H  1.055  5.489  6.392
H  1.483  6.446  5.083
H  2.481  6.518  6.488
H  4.467  4.425  3.998
H  3.726  5.945  3.760
H  4.953  6.732  6.025
H  5.955  6.210  4.788
H  6.592  5.236  6.788
H  6.150  3.987  5.711
H  4.482  2.427  8.598
H  5.477  2.248  7.076
H  6.115  3.224  8.326
H  3.762  4.572  9.139
H  5.287  5.316  8.825
H  3.905  6.048  8.013
H  2.559  3.132  3.830
H  1.564  4.480  3.522
H  1.135  3.461  4.861
H  1.866  3.877  7.459
C  7.618  -0.057  2.887
C  6.482  -1.057  2.456
C  6.353  -2.161  3.528
C  5.546  -1.739  4.742
C  4.204  -1.149  4.279
C  4.341  0.093  3.296
N  5.164  -0.413  2.145
O  5.468  0.619  1.277
C  2.880  0.388  2.821
C  4.897  1.286  4.103
C  6.907  -1.825  1.176
H  7.536  -0.030  3.974
H  7.563  0.959  2.495
H  8.632  -0.446  2.787
H  5.827  -3.005  3.082
H  7.319  -2.495  3.908
H  6.199  -1.103  5.339
H  5.342  -2.616  5.357
H  3.553  -0.900  5.116
H  3.689  -1.969  3.778
H  2.920  1.224  2.123
H  2.381  -0.474  2.379
H  2.343  0.650  3.733
H  5.823  1.053  4.627
H  5.203  2.036  3.375
H  4.210  1.686  4.849
H  7.884  -2.300  1.261
H  7.172  -0.966  0.559
H  6.220  -2.564  0.764
H  6.268  1.033  1.609
C  -1.948  4.256  -1.890
C  -3.523  4.064  -1.617
C  -4.026  2.728  -2.233
C  -3.607  1.456  -1.481
C  -4.277  1.589  -0.128
C  -3.738  2.860  0.682
N  -3.956  4.055  -0.188
O  -3.769  5.256  0.516
C  -4.638  2.851  1.945
C  -2.281  2.638  1.020
C  -4.357  5.276  -2.270
H  -1.716  4.691  -2.862
H  -1.506  3.259  -1.891
H  -1.428  4.891  -1.173
H  -5.111  2.681  -2.320
H  -3.689  2.609  -3.263
H  -2.552  1.209  -1.363
H  -4.015  0.616  -2.042
H  -4.046  0.627  0.331
H  -5.339  1.743  -0.319
H  -4.663  1.923  2.517
H  -4.344  3.715  2.541
H  -5.648  3.119  1.637
H  -1.719  2.564  0.089
H  -1.920  3.432  1.674
H  -2.097  1.636  1.406
H  -4.116  6.238  -1.817
H  -5.440  5.163  -2.223
H  -4.079  5.445  -3.310
H  -2.820  5.353  0.620
C  -9.701  -2.975  -2.519
C  -8.521  -2.214  -1.836
C  -9.103  -0.770  -1.515
C  -8.179  0.082  -0.627
C  -8.063  -0.757  0.734
C  -7.414  -2.158  0.496
N  -8.187  -2.885  -0.556
O  -7.678  -4.145  -0.754
C  -5.908  -1.974  0.204
C  -7.581  -2.793  1.898
C  -7.395  -1.944  -2.887
H  -10.000  -2.500  -3.453
H  -10.560  -3.125  -1.865
H  -9.443  -3.933  -2.972
H  -9.238  -0.335  -2.505
H  -10.075  -0.909  -1.041
H  -8.601  1.086  -0.572
H  -7.250  0.177  -1.189
H  -9.040  -0.844  1.209
H  -7.559  -0.093  1.436
H  -5.365  -2.864  -0.115
H  -5.770  -1.329  -0.664
H  -5.465  -1.462  1.057
H  -8.522  -2.704  2.440
H  -7.360  -3.860  1.911
H  -6.858  -2.395  2.611
H  -7.809  -1.651  -3.851
H  -6.913  -2.880  -3.171
H  -6.602  -1.312  -2.486
H  -6.763  -4.004  -1.010
C  -1.796  -7.515  4.180
C  -1.195  -6.125  3.918
C  -0.405  -6.305  2.602
C  -1.334  -6.267  1.414
C  -2.278  -5.113  1.335
C  -3.145  -5.013  2.644
N  -2.187  -5.006  3.823
O  -2.928  -4.813  5.024
C  -3.916  -3.719  2.499
C  -4.288  -6.159  2.659
C  -0.146  -5.738  5.015
H  -2.545  -7.314  4.946
H  -1.078  -8.206  4.621
H  -2.239  -7.954  3.285
H  0.324  -5.506  2.468
H  0.330  -7.109  2.613
H  -1.920  -7.185  1.361
H  -0.760  -6.380  0.493
H  -2.879  -5.060  0.427
H  -1.723  -4.175  1.310
H  -4.533  -3.494  3.368
H  -3.289  -2.867  2.234
H  -4.661  -3.718  1.704
H  -4.935  -6.131  3.535
H  -5.107  -5.959  1.968
H  -3.898  -7.166  2.507
H  0.610  -6.505  5.187
H  -0.604  -5.542  5.984
H  0.461  -4.887  4.705
H  -2.737  -3.873  5.058
C  3.239  -3.091  1.093
C  3.116  -3.936  -0.274
C  1.700  -4.560  -0.239
C  1.094  -4.973  -1.608
C  1.361  -3.829  -2.664
C  2.805  -3.281  -2.756
N  3.281  -2.987  -1.384
O  4.478  -2.253  -1.303
C  3.717  -4.212  -3.570
C  2.618  -1.897  -3.572
C  4.196  -4.949  -0.349
H  3.222  -3.678  2.011
H  2.368  -2.448  1.224
H  4.097  -2.460  1.329
H  1.773  -5.478  0.344
H  0.995  -3.920  0.291
H  0.025  -5.082  -1.425
H  1.318  -5.983  -1.951
H  0.649  -3.055  -2.376
H  1.125  -4.336  -3.599
H  4.722  -3.877  -3.314
H  3.649  -5.268  -3.307
H  3.749  -4.145  -4.657
H  2.344  -1.995  -4.622
H  1.764  -1.357  -3.164
H  3.502  -1.260  -3.546
H  4.189  -5.614  0.514
H  5.091  -4.327  -0.317
H  4.109  -5.651  -1.178
H  5.179  -2.879  -1.499
C  -2.465  4.507  -5.952
C  -1.385  3.657  -6.689
C  -2.106  2.372  -7.252
C  -1.164  1.685  -8.228
C  -0.707  2.701  -9.380
C  0.074  3.906  -8.841
N  -0.796  4.500  -7.756
O  -0.374  5.762  -7.358
C  1.511  3.598  -8.239
C  -0.002  4.852  -10.104
C  -0.283  3.284  -5.621
H  -1.972  5.288  -5.372
H  -2.981  3.837  -5.263
H  -3.174  4.896  -6.681
H  -2.450  1.829  -6.372
H  -2.999  2.695  -7.787
H  -1.629  0.828  -8.714
H  -0.245  1.246  -7.837
H  -1.658  2.994  -9.825
H  -0.084  2.127  -10.066
H  2.216  3.831  -9.037
H  1.780  4.203  -7.373
H  1.538  2.521  -8.071
H  0.503  4.318  -10.909
H  -1.036  5.047  -10.390
H  0.566  5.767  -9.935
H  0.717  3.035  -5.975
H  -0.704  2.523  -4.963
H  -0.109  4.184  -5.031
H  -1.013  6.293  -7.839
C  -1.971  -5.159  -3.956
C  -2.296  -4.471  -5.347
C  -3.767  -4.919  -5.755
C  -4.864  -4.162  -4.998
C  -4.616  -2.696  -5.190
C  -3.339  -2.148  -4.636
N  -2.237  -2.932  -5.227
O  -1.040  -2.499  -4.757
C  -3.314  -0.694  -5.268
C  -3.381  -2.014  -3.110
C  -1.272  -5.009  -6.365
H  -2.677  -4.947  -3.153
H  -1.020  -4.773  -3.590
H  -2.018  -6.237  -4.114
H  -3.844  -5.080  -6.831
H  -4.009  -5.912  -5.375
H  -4.726  -4.495  -3.970
H  -5.842  -4.401  -5.415
H  -5.513  -2.289  -4.724
H  -4.770  -2.565  -6.261
H  -3.033  -0.823  -6.313
H  -4.258  -0.150  -5.242
H  -2.618  -0.065  -4.713
H  -3.164  -2.900  -2.514
H  -2.679  -1.271  -2.732
H  -4.311  -1.554  -2.774
H  -1.443  -6.026  -6.719
H  -0.299  -4.868  -5.896
H  -1.381  -4.460  -7.301
H  -0.536  -2.127  -5.484

Computed properties:
Charge = 0
Electronic energy = -6736.86848 Eh
HOMO = -7.91 eV